# 1
21
Properties=species:S:1:pos:R:3 method="wB97M-V/def2-TZVPD" homo_lumo_gap_ev=8.46 charge=-1 relative_energy_kj_mol=0.0 homo_ev=-5.14 total_energy_ev=-25554.3073
C 2.0766 1.3821 0.3979
C 0.9386 1.0623 0.1673
C -1.5217 1.7124 -0.0815
C 3.4393 1.7710 0.6970
C -2.6097 -1.3710 -0.3724
C 0.1252 -2.0661 -0.3360
C -0.3375 0.6994 -0.3169
O -2.3629 1.0911 0.5959
O -1.4830 2.8582 -0.4821
O -0.9447 -0.9474 1.8937
F -0.0043 0.3795 -1.9294
P -1.0449 -0.8317 0.4295
H 3.5326 2.8583 0.7003
H 4.1018 1.3644 -0.0706
H 3.7415 1.3841 1.6691
H -2.7348 -0.8671 -1.3262
H -2.5659 -2.4506 -0.5234
H -3.4308 -1.1111 0.2908
H 1.1415 -1.7786 -0.0748
H -0.0822 -3.0476 0.0876
H 0.0252 -2.0915 -1.4159



# 2
20
Properties=species:S:1:pos:R:3 method="wB97M-V/def2-TZVPD" homo_lumo_gap_ev=8.89 charge=0 relative_energy_kj_mol=176.6 smiles=NN[C@H](I)c1ccc(O)cc1 homo_ev=-8.40 total_energy_ev=-20530.2786
N 1.3150 -2.1497 0.7753
N 1.5206 -1.8857 -0.5962
C 1.7420 -0.1934 -0.9202
I 3.4521 0.6228 0.0628
C 0.4408 0.3819 -0.5320
C -0.6316 0.2611 -1.4219
C -1.8707 0.7561 -1.1846
C -2.1295 1.3703 0.0735
O -3.3344 1.8456 0.2753
C -1.0211 1.6280 0.8918
C 0.2687 1.1507 0.6572
H 2.0848 -1.9606 1.3666
H 0.5368 -1.4060 0.9053
H 2.5415 -2.3169 -0.8534
H 1.9798 -0.0975 -1.9304
H -0.5675 -0.3325 -2.3472
H -2.4674 0.8027 -2.0614
H -3.4572 2.2247 1.2459
H -1.0708 2.0149 1.8904
H 0.8844 1.2307 1.5670



# 3
18
Properties=species:S:1:pos:R:3 method="wB97M-V/def2-TZVPD" homo_lumo_gap_ev=9.70 charge=0 relative_energy_kj_mol=137.0 smiles="O=C1C[C@H]2CC[C@]1(I)C2" homo_ev=-9.14 total_energy_ev=-17551.5312
O 1.7618 2.2789 -0.8328
C 1.2924 1.4750 -0.1473
C -0.0473 1.6361 0.5282
C -0.4353 0.1956 0.6222
C -0.5074 -0.2646 -0.7892
C 0.9796 -0.5282 -1.2730
C 1.7108 0.0273 -0.0700
I 3.7835 -0.1860 0.1670
C 0.7055 -0.5411 1.2756
H 0.2560 2.2290 1.5560
H -0.7271 2.2848 -0.0695
H -1.4236 0.0924 1.2332
H -1.0357 0.4747 -1.4582
H -1.0102 -1.1781 -0.8416
H 1.2346 -1.5133 -1.4039
H 1.2160 -0.0614 -2.1641
H 1.1748 -0.1267 2.1678
H 0.5359 -1.6558 1.3399



# 4
19
Properties=species:S:1:pos:R:3 method="wB97M-V/def2-TZVPD" homo_lumo_gap_ev=10.08 charge=0 relative_energy_kj_mol=0.0 smiles="C#CC(=O)OCC[C@H](C)I" homo_ev=-9.73 total_energy_ev=-19598.3648
C 2.0646 1.7178 1.3442
C 2.3355 0.5990 1.0105
C 2.5124 -0.7511 0.4679
O 3.0547 -1.6058 1.1119
O 2.0806 -0.9757 -0.7835
C 0.9173 -0.2469 -1.2222
C -0.3486 -0.7287 -0.4951
C -1.3049 0.3819 -0.0505
C -2.6134 -0.2335 0.4482
I -1.7267 1.7186 -1.6923
H 1.8043 2.7137 1.6162
H 1.0622 0.8286 -1.1430
H 0.8333 -0.4708 -2.2823
H -0.0935 -1.3212 0.3851
H -0.9162 -1.3554 -1.1860
H -0.8765 0.9683 0.7597
H -3.1824 0.4546 1.0692
H -2.3607 -1.1299 1.0206
H -3.2420 -0.5635 -0.3788



# 5
17
Properties=species:S:1:pos:R:3 method="wB97M-V/def2-TZVPD" homo_lumo_gap_ev=9.74 charge=0 relative_energy_kj_mol=521.6 smiles=C1[C@H]2[C@@H]3C[C@@H]4[C@H]2N4[C@H]13 homo_ev=-8.65 total_energy_ev=-8889.7508
C -1.8809 0.1631 -0.1908
C -0.7443 0.3185 0.9528
C -0.0564 -0.9041 0.2677
C 1.4511 -0.8408 0.0858
C 1.3778 0.6738 -0.2010
C 0.2493 1.3102 0.3346
N 0.2718 0.8233 -1.0853
C -0.7950 -0.3939 -1.0122
H -2.5788 0.8732 -0.3991
H -2.3888 -0.9014 0.0412
H -0.9508 0.6494 2.0918
H -0.2767 -1.7353 0.9691
H 2.1632 -1.0744 0.8478
H 1.9897 -1.4373 -0.6321
H 2.4554 1.1349 -0.3645
H 0.4367 2.4692 0.2478
H -0.7232 -1.1285 -1.9536



# 6
17
Properties=species:S:1:pos:R:3 method="wB97M-V/def2-TZVPD" homo_lumo_gap_ev=9.03 charge=0 relative_energy_kj_mol=447.0 smiles="C1=C[C@H]2NCCC2=C1" homo_ev=-8.11 total_energy_ev=-8890.5237
C -2.4198 0.0004 -0.0744
C -1.6763 -1.1510 0.1261
C -0.2504 -0.7332 0.5295
N 0.8098 -1.2872 -0.3550
C 1.9920 -0.3962 -0.0371
C 1.2496 1.1618 0.1431
C -0.1473 0.6831 0.1564
C -1.4297 1.1558 -0.0743
H -3.3548 0.3799 -0.4357
H -1.9798 -2.3206 0.0806
H -0.0014 -0.8012 1.5732
H 0.2530 -0.9811 -1.3551
H 2.4256 -0.6682 0.8841
H 3.0242 -0.4569 -0.5896
H 1.5365 1.4096 -0.9707
H 1.4943 1.8700 0.7937
H -1.5252 2.1349 -0.3947



# 7
17
Properties=species:S:1:pos:R:3 method="wB97M-V/def2-TZVPD" homo_lumo_gap_ev=9.17 charge=0 relative_energy_kj_mol=248.5 homo_ev=-8.19 total_energy_ev=-8892.5812
C 2.3769 1.4542 0.2974
C 0.2315 0.4057 -0.2377
C -0.8709 0.3634 -1.0386
C -1.8903 -0.5004 -0.7606
C -1.7477 -1.5019 0.2839
C -0.6547 -1.4638 1.0993
C 0.4256 -0.5981 0.8191
H 3.1630 2.2113 -0.1705
H 1.9814 1.6850 1.5801
H 3.0404 0.5345 0.2309
H 1.4328 1.2832 -1.4257
H -1.0510 1.0711 -1.7025
H -2.7845 -0.4090 -1.6067
H -2.4848 -2.2797 0.4067
H -0.3804 -2.2747 1.8985
H 1.3016 -0.6699 1.4450
N 1.2228 1.4133 -0.4903



# 8
17
Properties=species:S:1:pos:R:3 method="wB97M-V/def2-TZVPD" homo_lumo_gap_ev=8.81 charge=0 relative_energy_kj_mol=125.4 smiles="C/C=C/c1cc[nH]c1" homo_ev=-7.75 total_energy_ev=-8893.8568
C 2.8311 0.1625 -1.4381
C 1.6424 -0.1759 -0.5908
C 0.4800 0.4732 -0.6123
C -0.7179 0.0949 0.1234
C -1.8874 0.9052 0.3151
C -2.7082 0.2694 1.1963
N -2.1947 -0.9893 1.4146
C -0.9739 -1.0843 0.7741
H 2.6191 -0.2635 -2.4248
H 3.0385 1.2107 -1.6746
H 3.7649 -0.2588 -1.0712
H 1.8385 -0.8927 0.1999
H 0.3885 1.4474 -1.0837
H -1.9896 1.8739 -0.1388
H -3.4319 0.6887 1.8735
H -2.3191 -1.4842 2.2879
H -0.3804 -1.9774 0.8494



# 9
17
Properties=species:S:1:pos:R:3 method="wB97M-V/def2-TZVPD" homo_lumo_gap_ev="7.66 / 6.99" charge=0 relative_energy_kj_mol=646.6 homo_ev="-6.91 / -6.37" total_energy_ev=-8888.4546
C 1.5171 -1.1100 -0.3664
C 0.9622 -0.2995 0.6012
C -2.1659 -0.3965 0.5289
C 0.2619 -1.9286 -0.5705
C -0.1187 -1.1608 0.6488
C 1.5192 0.8148 1.3823
C -2.4266 0.6506 -0.5239
N -1.5432 -1.1364 1.2273
H 2.5524 -1.2122 -0.5837
H -0.4526 -1.6927 -1.3171
H 0.3293 -3.0182 -0.2720
H 2.2087 0.3678 2.1032
H 0.9160 1.3226 2.0268
H 2.1013 1.4039 0.7235
H -1.9926 1.5395 -0.0438
H -3.5115 0.8843 -0.6112
H -2.0128 0.2710 -1.4268



# 10
18
Properties=species:S:1:pos:R:3 method="wB97M-V/def2-TZVPD" homo_lumo_gap_ev=10.01 charge=+1 relative_energy_kj_mol=581.1 smiles="C=C1N=C(C)C[N@@H+]2C=C12" homo_ev=-13.82 total_energy_ev=-10372.5009
C -2.2152 -1.9139 -0.1010
C -1.2120 -1.1525 0.0958
N 0.1076 -1.2468 0.1916
C 1.0316 -0.4212 0.1269
C 2.3851 -0.9321 0.0108
C 0.8143 1.1710 0.0309
N -0.5489 1.5178 -0.4551
C -1.6223 1.8612 0.4552
C -1.6403 0.6206 0.0653
H -2.1266 -2.9111 0.0928
H -3.1656 -1.3657 -0.2469
H 2.5761 -1.0106 -1.0631
H 2.4930 -2.0420 0.2859
H 3.1277 -0.3761 0.5741
H 0.9808 1.5519 1.0782
H 1.6389 1.6981 -0.6192
H -0.6182 2.1069 -1.3304
H -2.0060 2.8445 0.8083